Entry 1:
{"formula": "C25H42Cl3N4O3PmSi", "method": "the ωB97M-V functional and the def2-TZVPD basis", "largest_force_ev_per_a": 2.9, "spin_multiplicity": 5, "gap_ev": [6.51, 6.51], "total_energy_ev": -100713.883, "elements": ["C", "C", "H", "H", "H", "C", "C", "H", "H", "H", "H", "Pm", "Cl", "Cl", "H", "H", "C", "C", "N", "H", "C", "O", "H", "H", "H", "H", "H", "H", "C", "C", "N", "H", "C", "O", "H", "H", "H", "H", "O", "C", "C", "C", "H", "C", "H", "C", "H", "C", "C", "H", "H", "H", "Si", "Cl", "C", "C", "C", "H", "H", "H", "H", "H", "H", "H", "H", "H", "N", "C", "C", "C", "N", "C", "C", "H", "H", "H", "H", "H", "H"], "positions_angstrom": [[-2.01731, -2.36926, -4.66357], [-1.50978, -2.79084, -3.29518], [-2.44455, -3.23047, -5.18625], [-1.18822, -2.00361, -5.28209], [-2.80583, -1.61402, -4.59801], [-1.06822, -4.02236, -3.08752], [-0.77510, -5.02634, -4.16402], [-0.98289, -4.44673, -2.06882], [-0.06771, -4.62178, -4.90105], [-1.67805, -5.35417, -4.69717], [-0.34936, -5.92355, -3.70350], [1.04047, 1.94138, 1.27614], [-1.61508, 2.22749, 1.16173], [2.32863, 3.91297, 0.33007], [1.38945, 6.40219, 4.53440], [-1.44218, 6.84153, 3.74302], [1.37837, 6.01421, 3.50424], [-1.04079, 6.36101, 2.83669], [0.05364, 5.46127, 3.19004], [2.15283, 5.24779, 3.40496], [-0.16463, 4.15262, 3.19087], [0.73833, 3.29287, 3.37611], [-1.83132, 5.74187, 2.39553], [-1.18357, 3.81390, 2.93778], [1.58948, 6.83835, 2.81025], [-0.70648, 7.12217, 2.11534], [2.36524, -0.33803, -2.71043], [2.33128, -3.07372, -2.04748], [3.22071, -0.45216, -2.02827], [3.04225, -2.78453, -1.27164], [2.91645, -1.37243, -0.93494], [3.51969, 0.53561, -1.67607], [2.58264, -1.01158, 0.29513], [2.45560, 0.18132, 0.69993], [2.85537, -3.38027, -0.37975], [2.46362, -1.86398, 1.00557], [4.03446, -0.89405, -2.61468], [4.04745, -3.00663, -1.63212], [-1.01741, -0.55437, -2.55379], [-1.54047, -1.74007, -2.16369], [-0.10765, -3.07140, -0.39078], [-1.16204, -2.22347, -0.68518], [0.53031, -3.43172, -1.19471], [0.06592, -3.60882, 0.89389], [-2.59395, -1.49142, -2.06026], [-1.99925, -1.81924, 0.35999], [0.88493, -4.30299, 1.08908], [-0.84106, -3.27430, 1.90689], [-1.82587, -2.32650, 1.65142], [-2.81062, -1.12845, 0.14274], [-0.75216, -3.74798, 2.89209], [-2.48551, -1.97937, 2.45956], [-0.67591, 2.08598, -2.89691], [0.53537, 1.08256, -1.03522], [0.73315, 3.18445, -3.51344], [-1.83333, 3.27952, -1.99165], [-1.43130, 1.21332, -4.38307], [1.28400, 3.69256, -2.71127], [0.27612, 3.93419, -4.17153], [1.42207, 2.58543, -4.12369], [-0.64462, 0.67608, -4.95905], [-1.93290, 1.93200, -5.07903], [-2.15235, 0.43225, -4.03007], [-2.62877, 2.74363, -1.47778], [-2.20590, 3.96652, -2.74913], [-1.27561, 3.89034, -1.27545], [-0.27408, -2.60993, 6.11870], [0.06741, -1.70487, 5.17582], [1.36832, -1.66220, 4.60763], [1.59342, -0.77007, 3.56113], [0.66840, 0.11606, 3.12415], [-0.57779, 0.02289, 3.64273], [-0.92886, -0.82004, 4.68843], [0.39434, -3.25503, 6.53240], [-1.19976, -2.59271, 6.51702], [2.15339, -2.33180, 4.93376], [2.55755, -0.74077, 3.04622], [-1.31939, 0.67987, 3.16546], [-1.95303, -0.83822, 5.07131]], "forces_ev_per_angstrom": [[0.520, -0.119, 0.220], [0.163, 0.345, 0.853], [0.071, 0.013, 0.080], [-0.261, 0.219, 0.034], [0.313, 0.052, 0.099], [-0.081, -1.166, 0.438], [-0.240, -0.312, -0.122], [0.228, 0.684, -0.707], [-0.165, -0.196, 0.089], [0.124, 0.082, -0.055], [0.096, 0.080, -0.244], [-0.484, -0.169, 1.587], [-0.039, 0.046, 0.247], [0.349, 0.637, -0.062], [-0.030, -0.079, -0.284], [0.147, 0.053, -0.350], [-0.165, 0.162, 0.008], [-0.144, -0.147, 0.351], [0.241, -0.061, -0.004], [-0.357, 0.111, -0.072], [0.762, -0.470, -0.064], [-0.672, 0.478, -0.339], [0.128, 0.355, -0.004], [0.267, 0.335, 0.189], [-0.040, -0.261, 0.172], [-0.091, -0.342, 0.261], [0.058, -0.106, 0.399], [0.011, 0.181, 0.039], [-0.080, 0.144, -0.520], [0.029, -0.163, 0.160], [0.048, 0.042, 0.214], [-0.133, -0.195, 0.201], [0.113, 0.754, 0.267], [0.821, -1.654, -0.187], [-0.058, -0.038, -0.079], [-0.118, 0.539, -0.484], [-0.018, 0.104, 0.229], [0.057, 0.149, 0.035], [1.522, -0.066, -0.214], [-1.064, 0.571, 0.455], [0.403, -0.495, 0.448], [-0.571, 0.221, -1.346], [-0.132, 0.297, 0.270], [-0.402, 0.339, -0.101], [-1.183, -0.599, 0.430], [0.293, -0.202, 0.159], [-0.239, 0.033, -0.021], [0.633, -0.076, 0.135], [-0.401, 0.247, -0.090], [0.121, -0.047, 0.061], [-0.020, 0.310, -0.327], [0.239, -0.309, -0.414], [-0.057, 0.117, 0.401], [-0.897, 0.272, -2.751], [0.112, -0.593, 0.123], [0.577, -0.695, -0.031], [-0.437, -0.417, -0.337], [-0.141, -0.172, -0.176], [0.018, -0.081, 0.070], [0.020, 0.229, 0.131], [-0.490, 0.334, 0.446], [0.448, -0.192, 0.572], [0.721, 0.924, -0.367], [-0.129, 0.247, -0.032], [-0.300, -0.076, -0.201], [-0.029, -0.273, 0.022], [0.195, -0.686, 0.768], [-0.086, 0.399, -0.502], [-0.718, 0.576, -0.590], [-0.481, 0.196, 0.595], [-0.093, -0.865, -0.082], [0.019, 0.272, 0.307], [0.889, -0.013, -0.558], [-0.331, 0.471, -0.326], [0.219, -0.014, -0.076], [-0.079, -0.033, 0.005], [-0.251, 0.077, 0.304], [0.323, -0.274, 0.392], [0.407, -0.043, -0.148]]}


Entry 2:
{"formula": "C9H8N2O", "method": "the ωB97M-V functional and the def2-TZVPD basis", "largest_force_ev_per_a": 5.6, "gap_ev": 9.44, "total_energy_ev": -14488.509, "elements": ["O", "C", "C", "C", "C", "N", "C", "C", "N", "C", "C", "C", "H", "H", "H", "H", "H", "H", "H", "H"], "positions_angstrom": [[-4.15562, -0.08581, -0.26751], [-2.89287, -0.03164, 0.13604], [-2.05491, -1.08162, -0.19079], [-0.64969, -1.15753, -0.29225], [0.04958, -0.06413, 0.04111], [1.46897, -0.02138, -0.02927], [2.42103, -0.68508, 0.85138], [3.64060, -0.28704, 0.43721], [3.51150, 0.44199, -0.65730], [2.26202, 0.64996, -0.93318], [-0.67466, 1.07961, 0.50485], [-2.07599, 1.17508, 0.33884], [-4.74390, 0.59454, 0.00909], [-2.60376, -1.97758, -0.54779], [-0.14963, -2.02592, -0.63362], [2.14891, -1.23808, 1.76137], [4.62391, -0.54001, 0.91184], [1.90156, 1.39388, -1.71147], [-0.27790, 2.06902, 0.83865], [-2.66822, 1.88069, 0.95874]], "forces_ev_per_angstrom": [[-0.651, -1.443, -0.082], [4.885, 1.970, -1.930], [-1.369, -2.955, -1.040], [-2.125, 0.328, 0.484], [0.562, 2.809, 1.162], [1.757, -0.929, 1.085], [-2.168, 0.555, 0.340], [0.744, -1.552, 1.318], [1.430, 2.261, -2.265], [-0.705, 0.512, 0.036], [-1.302, 1.150, -1.013], [-1.578, -1.887, 3.007], [-0.266, 1.096, 0.624], [0.417, 0.386, 0.297], [0.171, -0.797, -0.294], [-0.263, 0.332, -0.817], [-1.137, 0.288, -0.727], [0.253, -1.471, 1.098], [0.497, -1.349, -0.266], [0.848, 0.695, -1.016]]}


ΔE to the lowest compared entry with this formula, charge and spin values (in kcal/mol) by entry order: 79.60 52.63.